A structure of composition C3H17CdO7 at a distorted geometry. Source: the OMol25 dataset; level of theory: ωB97M-V with the def2-TZVPD basis set.

Element x y z (Å)
Cd 19.173 1.913 -5.977
C 18.616 -0.473 -8.405
O 19.059 0.398 -7.467
H 19.441 -0.846 -9.046
H 18.157 -1.396 -7.970
H 17.837 -0.034 -9.068
C 20.706 3.964 -8.201
O 20.680 3.127 -7.166
H 20.499 3.465 -9.184
H 19.993 4.844 -8.107
H 21.704 4.465 -8.330
C 20.482 0.622 -3.476
O 20.782 1.378 -4.570
H 20.649 -0.468 -3.645
H 21.126 0.879 -2.602
H 19.420 0.699 -3.122
O 22.064 0.332 -7.333
H 21.101 0.330 -7.486
H 22.456 0.490 -8.194
O 17.391 1.497 -4.640
H 17.320 1.829 -3.742
H 16.518 1.571 -5.035
O 17.789 3.404 -7.290
H 17.654 4.316 -7.025
H 17.869 3.396 -8.247
O 19.355 3.753 -4.558
H 18.877 4.469 -4.135
H 20.094 3.487 -3.990

- calculated total energy (Eh) = -818.8387
- LUMO level (Ha) = 0.085
- total charge = -1
- HOMO (eV) = -3.18
- M (g/mol) = 277.6

Atom charges from the Löwdin analysis, given in e for atoms 1 to 6:
1. Cd 1.3683
2. C -0.3854
3. O -0.4809
4. H 0.0517
5. H 0.0475
6. H 0.0433